Record 1
{
  "formula": "C8H11BCl2",
  "method": "ωB97M-V/def2-TZVPD",
  "orbital_gap_ha": 0.303,
  "e_homo_ha": -0.3376,
  "charge": 0,
  "total_energy_ev": -34194.221,
  "smiles": "C[C@@]1(CCl)CC=CC=CB1Cl",
  "relative_energy_kj_mol": 96.3,
  "elements": ["C", "C", "C", "Cl", "C", "C", "C", "C", "C", "B", "Cl", "H", "H", "H", "H", "H", "H", "H", "H", "H", "H", "H"],
  "coordinates": [[-0.649, 0.736, 1.226], [-0.799, -0.226, 0.026], [-2.184, -0.930, 0.037], [-3.388, 0.317, 0.027], [-0.433, 0.423, -1.330], [0.607, 1.441, -1.175], [1.745, 1.212, -0.440], [2.346, 0.073, 0.299], [1.789, -1.176, 0.543], [0.423, -1.591, 0.142], [0.012, -3.424, 0.007], [0.364, 1.031, 1.194], [-1.279, 1.625, 0.950], [-1.033, 0.287, 2.194], [-2.309, -1.582, 0.845], [-2.318, -1.642, -0.706], [-0.226, -0.327, -2.041], [-1.306, 0.927, -1.778], [0.403, 2.419, -1.707], [2.462, 2.044, -0.307], [3.322, 0.351, 0.882], [2.454, -1.988, 1.111]]
}

Record 2
{
  "formula": "C8H11BCl2NO5",
  "method": "ωB97M-V/def2-TZVPD",
  "orbital_gap_ha": 0.261,
  "e_homo_ha": -0.4740,
  "charge": 1,
  "total_energy_ev": -45914.052,
  "elements": ["O", "C", "O", "C", "C", "C", "N", "O", "B", "O", "O", "C", "C", "H", "H", "H", "H", "H", "H", "H", "Cl", "C", "C", "Cl", "H", "H", "H", "H"],
  "coordinates": [[5.944, -0.318, 0.602], [4.964, -0.764, -0.050], [5.018, -2.014, -0.756], [3.592, 0.083, -0.117], [3.266, 0.711, -1.533], [1.958, 1.524, -1.671], [1.056, 1.680, -0.525], [-0.094, 2.369, -0.717], [-1.135, 1.361, -0.967], [-2.533, 1.596, -0.663], [-0.848, 0.028, -1.496], [1.315, 1.134, 0.789], [2.626, 0.308, 1.078], [4.095, -2.281, -1.016], [3.939, 0.586, -2.445], [1.635, 2.022, -2.660], [-2.581, 2.456, -0.165], [-0.533, -0.461, -0.687], [0.529, 1.324, 1.594], [2.891, -0.121, 2.099], [-2.529, -1.363, 2.161], [-3.845, -1.943, 1.106], [-4.969, -0.933, 0.985], [-5.871, -0.746, 2.509], [-4.201, -2.895, 1.502], [-3.405, -2.127, 0.123], [-5.686, -1.265, 0.231], [-4.595, 0.050, 0.690]]
}

Record 3
{
  "formula": "C8H11Br",
  "method": "ωB97M-V/def2-TZVPD",
  "orbital_gap_ha": 0.244,
  "e_homo_ha": -0.3117,
  "charge": 0,
  "total_energy_ev": -78509.492,
  "relative_energy_kj_mol": 579.0,
  "elements": ["C", "C", "C", "C", "C", "C", "C", "C", "Br", "H", "H", "H", "H", "H", "H", "H", "H", "H", "H", "H"],
  "coordinates": [[0.263, -0.141, -2.061], [-0.039, -0.507, -3.159], [1.382, -0.292, 1.195], [0.833, 0.894, 0.527], [0.065, 0.344, 1.649], [-0.434, -1.008, -4.469], [-1.219, -0.402, 1.361], [0.051, 1.134, 2.940], [1.588, 2.562, 0.259], [1.326, -1.246, 0.688], [2.275, -0.189, 1.802], [-1.223, -1.753, -4.356], [0.421, -1.466, -4.966], [-0.804, -0.182, -5.075], [-1.192, -0.833, 0.364], [-2.061, 0.284, 1.422], [-1.369, -1.198, 2.089], [-0.574, 2.020, 2.838], [1.055, 1.459, 3.210], [-0.345, 0.518, 3.741]]
}

Record 4
{
  "formula": "C8H11BrCrF6N2O6S4",
  "method": "ωB97M-V/def2-TZVPD",
  "orbital_gap_ha": [0.266, 0.290],
  "e_homo_ha": [-0.1929, -0.1935],
  "charge": -1,
  "multiplicity": 2,
  "total_energy_ev": -181853.214,
  "elements": ["Cr", "F", "C", "F", "F", "S", "O", "O", "N", "S", "O", "O", "C", "F", "F", "F", "C", "C", "S", "C", "C", "S", "H", "H", "H", "H", "H", "H", "Br", "N", "C", "C", "O", "O", "H", "H", "H", "H", "H"],
  "coordinates": [[0.302, 0.145, -0.484], [3.845, -3.633, -1.718], [3.547, -2.343, -1.495], [4.687, -1.681, -1.280], [2.971, -1.850, -2.579], [2.472, -2.223, -0.003], [2.096, -0.816, 0.030], [3.286, -2.694, 1.060], [1.283, -3.193, -0.248], [-0.076, -2.922, -0.967], [-1.197, -3.389, -0.232], [-0.146, -1.591, -1.583], [0.038, -4.045, -2.422], [-1.103, -4.008, -3.113], [1.035, -3.702, -3.231], [0.238, -5.296, -2.002], [-2.474, 3.669, -1.277], [-1.498, 2.748, -0.589], [-1.708, 1.045, -0.949], [-0.515, 3.221, 0.184], [-0.214, 4.672, 0.409], [0.600, 2.072, 0.965], [-3.324, 3.110, -1.663], [-1.995, 4.165, -2.125], [-2.849, 4.445, -0.607], [-1.057, 5.308, 0.144], [0.641, 4.992, -0.195], [0.041, 4.869, 1.452], [1.524, 1.321, -2.166], [-1.919, 0.569, 2.739], [-1.189, -0.577, 3.266], [-0.108, -1.045, 2.291], [0.915, -1.569, 2.690], [-0.416, -0.824, 1.041], [-2.744, 0.771, 3.287], [-2.203, 0.374, 1.782], [-0.279, 1.675, 1.921], [-1.817, -1.454, 3.470], [-0.689, -0.314, 4.199]]
}

Record 5
{
  "formula": "C8H11Cl3NO2",
  "method": "ωB97M-V/def2-TZVPD",
  "orbital_gap_ha": [0.217, 0.336],
  "e_homo_ha": [-0.4394, -0.4935],
  "charge": 1,
  "total_energy_ev": -51616.650,
  "elements": ["C", "C", "C", "C", "C", "C", "C", "C", "N", "O", "O", "Cl", "Cl", "Cl", "H", "H", "H", "H", "H", "H", "H", "H", "H", "H", "H"],
  "coordinates": [[1.890, -1.315, 0.147], [0.045, 1.898, -0.018], [1.012, 0.997, -0.793], [-1.018, 0.915, 0.461], [-1.119, -1.613, 0.550], [-0.605, -2.231, -1.618], [0.958, -0.270, -0.024], [-0.783, -1.993, -3.056], [-0.262, -0.338, 0.758], [1.660, -2.278, 0.877], [-1.479, -1.713, -0.771], [-0.991, -3.577, -3.876], [-2.154, -0.928, -3.386], [0.733, -1.223, -3.675], [2.824, -1.229, -0.423], [0.555, 2.361, 0.827], [-0.384, 2.685, -0.631], [0.678, 0.870, -1.828], [2.028, 1.388, -0.831], [-1.568, 1.257, 1.337], [-1.716, 0.694, -0.349], [-0.486, -2.447, 0.894], [-2.030, -1.499, 1.143], [0.143, -2.934, -1.272], [0.000, -0.407, 1.749]]
}

Record 6
{
  "formula": "C8H11ClOSi",
  "method": "ωB97M-V/def2-TZVPD",
  "orbital_gap_ha": 0.297,
  "e_homo_ha": -0.2821,
  "charge": 0,
  "total_energy_ev": -30920.318,
  "relative_energy_kj_mol": 241.8,
  "elements": ["C", "C", "C", "C", "C", "C", "C", "C", "O", "Si", "Cl", "H", "H", "H", "H", "H", "H", "H", "H", "H", "H", "H"],
  "coordinates": [[-3.301, -0.426, 0.615], [-2.291, -0.612, 1.616], [-2.958, -0.407, -0.735], [-0.988, -0.576, 1.235], [-1.589, -0.412, -1.075], [-0.570, -0.455, -0.103], [1.616, 0.521, -2.162], [2.368, 0.755, 1.679], [3.580, 1.245, 1.255], [1.342, -0.478, -0.565], [2.264, -2.315, -0.723], [-4.399, -0.374, 0.759], [-2.327, -0.670, 2.733], [-3.749, -0.445, -1.474], [-0.132, -0.505, 1.910], [-1.443, -0.257, -2.185], [1.488, -0.134, -3.073], [0.904, 1.347, -2.280], [2.613, 1.091, -2.136], [2.587, -0.052, 2.457], [1.612, 1.384, 1.825], [3.377, 1.775, 0.428]]
}

Record 7
{
  "formula": "C8H11F12MgN3O9S4",
  "method": "ωB97M-V/def2-TZVPD",
  "orbital_gap_ha": 0.399,
  "e_homo_ha": -0.4085,
  "charge": 0,
  "total_energy_ev": -112766.979,
  "relative_energy_kj_mol": 3.4,
  "elements": ["Mg", "C", "F", "F", "F", "S", "O", "O", "N", "S", "O", "O", "C", "F", "F", "F", "C", "F", "F", "F", "S", "O", "O", "N", "S", "O", "O", "C", "F", "F", "F", "C", "C", "C", "O", "C", "N", "H", "H", "H", "H", "H", "H", "H", "H", "H", "H", "H"],
  "coordinates": [[-0.205, 0.136, 0.049], [3.566, 0.125, -0.647], [3.939, -0.106, 0.601], [4.642, 0.255, -1.388], [2.854, -0.910, -1.081], [2.439, 1.658, -0.745], [3.281, 2.790, -0.528], [1.713, 1.565, -1.975], [1.220, 1.268, 0.467], [1.764, 1.958, 1.868], [0.957, 1.379, 2.898], [3.148, 1.991, 2.216], [1.187, 3.776, 1.728], [2.114, 4.545, 2.282], [1.037, 4.192, 0.477], [0.102, 3.933, 2.481], [1.289, -3.853, 0.706], [1.912, -4.711, 1.494], [2.178, -3.332, -0.128], [0.375, -4.532, 0.037], [0.624, -2.381, 1.837], [0.163, -2.974, 3.056], [1.778, -1.512, 1.860], [-0.540, -1.415, 0.937], [-1.980, -2.223, 0.984], [-2.826, -1.569, -0.004], [-1.966, -3.665, 0.913], [-2.763, -1.723, 2.684], [-2.474, -0.441, 2.827], [-4.079, -1.840, 2.513], [-2.462, -2.470, 3.711], [-1.488, 2.559, -2.199], [-2.200, 1.328, -1.670], [-1.702, -0.009, -2.245], [-0.395, -0.368, -1.832], [0.126, -1.601, -2.382], [-1.948, 1.235, -0.192], [-1.366, 2.532, -3.280], [-0.474, 2.597, -1.795], [-2.068, 3.406, -1.829], [-3.275, 1.415, -1.832], [-1.578, 0.167, -3.322], [-2.422, -0.818, -2.130], [1.194, -1.458, -2.482], [-0.356, -1.694, -3.357], [-0.201, -2.454, -1.789], [-2.875, 1.013, 0.171], [-1.962, 2.235, 0.034]]
}

Record 8
{
  "formula": "C8H11F3O2",
  "method": "ωB97M-V/def2-TZVPD",
  "orbital_gap_ha": 0.365,
  "e_homo_ha": -0.3750,
  "charge": 0,
  "total_energy_ev": -20720.076,
  "smiles": "CC[C@@H](C)C(=O)CC(=O)C(F)(F)F",
  "relative_energy_kj_mol": 131.8,
  "elements": ["C", "C", "C", "C", "C", "O", "C", "C", "O", "C", "F", "F", "F", "H", "H", "H", "H", "H", "H", "H", "H", "H", "H", "H"],
  "coordinates": [[2.380, 1.824, -1.452], [1.193, 1.682, -0.399], [1.042, 0.192, -0.042], [2.109, -0.088, 1.060], [-0.352, -0.272, 0.483], [-1.076, 0.542, 1.107], [-0.973, -1.434, -0.254], [-2.313, -1.777, 0.541], [-2.281, -2.921, 1.027], [-3.664, -0.990, 0.536], [-3.576, 0.067, -0.471], [-4.771, -1.815, 0.212], [-4.084, -0.531, 1.787], [2.005, 1.434, -2.383], [2.467, 2.876, -1.574], [3.277, 1.255, -1.173], [1.331, 2.375, 0.490], [0.296, 1.952, -0.911], [1.273, -0.430, -0.963], [3.130, 0.108, 0.726], [2.214, -1.133, 1.312], [1.874, 0.559, 1.947], [-1.182, -1.148, -1.325], [-0.320, -2.328, -0.281]]
}

Record 9
{
  "formula": "C8H11F4N",
  "method": "ωB97M-V/def2-TZVPD",
  "orbital_gap_ha": [0.377, 0.278],
  "e_homo_ha": [-0.3569, -0.2867],
  "charge": 0,
  "total_energy_ev": -20829.817,
  "relative_energy_kj_mol": 249.1,
  "elements": ["C", "C", "C", "C", "C", "C", "C", "C", "N", "F", "F", "F", "F", "H", "H", "H", "H", "H", "H", "H", "H", "H", "H", "H"],
  "coordinates": [[2.289, -3.145, -0.669], [-2.568, 1.024, -0.244], [-2.359, 0.070, 0.885], [-1.179, 1.410, -0.761], [-0.956, -0.574, 0.730], [-0.156, 0.693, 0.264], [1.133, 0.359, -0.328], [2.393, 0.931, 0.209], [1.563, -2.652, 0.178], [1.168, -0.159, -1.537], [2.274, 1.306, 1.519], [3.422, 0.157, 0.121], [2.543, 2.037, -0.549], [2.373, -4.093, -1.153], [3.017, -2.439, -0.962], [-3.158, 0.650, -0.973], [-2.845, 1.966, 0.098], [-2.440, 0.528, 1.856], [-3.249, -0.609, 0.957], [-0.954, 0.956, -1.710], [-0.986, 2.385, -0.604], [-0.539, -0.823, 1.654], [-0.867, -1.270, -0.132], [0.083, 1.291, 1.153]]
}

Record 10
{
  "formula": "C8H11N",
  "method": "ωB97M-V/def2-TZVPD",
  "orbital_gap_ha": 0.305,
  "e_homo_ha": -0.2750,
  "charge": 0,
  "total_energy_ev": -9959.368,
  "relative_energy_kj_mol": 362.4,
  "elements": ["C", "C", "C", "C", "C", "C", "C", "C", "N", "H", "H", "H", "H", "H", "H", "H", "H", "H", "H", "H"],
  "coordinates": [[-0.822, 0.757, -0.327], [-0.784, 0.129, 0.833], [1.079, -0.192, -0.933], [1.470, -0.551, 0.361], [1.474, -0.440, -2.144], [2.654, -1.182, 0.681], [-1.715, 1.200, -1.398], [-1.827, 0.187, 1.953], [0.497, -0.153, 1.307], [2.328, -1.101, -2.339], [1.107, -0.159, -3.105], [2.834, -1.164, 1.758], [3.541, -1.285, 0.028], [-1.491, 2.098, -1.928], [-2.801, 1.259, -1.212], [-1.644, 0.635, -2.315], [-2.519, 0.891, 1.573], [-1.518, 0.417, 2.923], [-2.378, -0.727, 2.043], [0.516, -0.619, 2.241]]
}

Which of these has the lowest charge?
C8H11BrCrF6N2O6S4

Repeat the first record exactly.
{
  "formula": "C8H11BCl2",
  "method": "ωB97M-V/def2-TZVPD",
  "orbital_gap_ha": 0.303,
  "e_homo_ha": -0.3376,
  "charge": 0,
  "total_energy_ev": -34194.221,
  "smiles": "C[C@@]1(CCl)CC=CC=CB1Cl",
  "relative_energy_kj_mol": 96.3,
  "elements": ["C", "C", "C", "Cl", "C", "C", "C", "C", "C", "B", "Cl", "H", "H", "H", "H", "H", "H", "H", "H", "H", "H", "H"],
  "coordinates": [[-0.649, 0.736, 1.226], [-0.799, -0.226, 0.026], [-2.184, -0.930, 0.037], [-3.388, 0.317, 0.027], [-0.433, 0.423, -1.330], [0.607, 1.441, -1.175], [1.745, 1.212, -0.440], [2.346, 0.073, 0.299], [1.789, -1.176, 0.543], [0.423, -1.591, 0.142], [0.012, -3.424, 0.007], [0.364, 1.031, 1.194], [-1.279, 1.625, 0.950], [-1.033, 0.287, 2.194], [-2.309, -1.582, 0.845], [-2.318, -1.642, -0.706], [-0.226, -0.327, -2.041], [-1.306, 0.927, -1.778], [0.403, 2.419, -1.707], [2.462, 2.044, -0.307], [3.322, 0.351, 0.882], [2.454, -1.988, 1.111]]
}